C18H22F3N5O7S3Y | ωB97M-V/def2-TZVPD

Cartesian coordinates (Å):
Y 0.10 -0.51 0.13
S 2.96 -0.74 2.05
S -1.31 0.14 -2.05
S -1.54 -2.55 0.12
F 2.29 1.00 4.01
F 1.49 1.51 2.07
F 3.59 1.84 2.50
O 1.65 -1.47 -1.18
O 1.49 -1.12 1.83
O 3.52 -1.39 3.24
O 5.85 2.25 -3.82
O 0.33 2.45 -0.47
O 2.03 1.09 -0.79
O 6.40 0.39 -4.75
N -4.08 0.86 2.00
N -2.55 2.49 2.93
N -2.62 0.23 3.83
N 5.70 1.05 -4.00
N -1.68 0.62 1.61
C -1.48 -2.62 -1.66
C -1.54 2.06 1.97
C -3.06 0.45 1.05
C 3.43 -1.63 -2.76
C 4.65 0.38 -3.27
C 2.60 -0.93 -1.86
C -1.60 -0.17 2.87
C -1.26 -1.83 -4.00
C -1.48 -4.04 -2.20
C 4.43 -0.98 -3.45
C -3.94 0.06 3.21
C -3.87 2.26 2.35
C 1.20 2.08 -1.20
C 2.58 0.99 2.71
C -1.38 -1.58 -2.51
C 2.86 0.46 -1.73
C 3.86 1.12 -2.39
C -2.44 1.65 4.13
H -4.64 2.57 3.06
H 5.07 -1.52 -4.14
H -3.18 -0.60 0.78
H -1.63 2.65 1.06
H -1.83 -4.73 -1.44
H 1.43 2.47 -2.20
H 3.26 -2.69 -2.89
H -3.19 1.97 4.85
H -0.47 -4.34 -2.49
H -0.61 -0.04 3.31
H -4.71 0.35 3.93
H -0.38 -2.44 -4.23
H -0.56 2.22 2.40
H 4.06 2.17 -2.23
H -3.97 2.87 1.44
H -2.12 -4.13 -3.08
H -4.07 -1.00 2.96
H -1.45 1.80 4.57
H -1.19 -0.89 -4.54
H -2.14 -2.37 -4.38
H -3.13 1.05 0.14
H -1.74 -1.22 2.62

As for the total charge: -1.

These are the Mulliken partial charges, in e, on atoms 1 to 8: number 1, Y, carries 0.772; number 2, S, carries 0.552; number 3, S, carries -0.516; number 4, S, carries -0.777; number 5, F, carries -0.251; number 6, F, carries -0.155; number 7, F, carries -0.263; number 8, O, carries -0.400

C18H22N2O2S | ωB97M-V/def2-TZVPD

Cartesian coordinates (Å):
S -1.71 1.07 -1.00
O 0.76 1.56 2.71
O 3.49 -3.46 1.24
N 0.08 -2.11 1.62
N -0.37 0.23 1.29
C 0.26 4.57 -0.39
C 1.50 2.93 -1.62
C 1.47 -2.05 1.19
C -0.38 -0.90 2.23
C 0.99 4.21 -1.51
C -2.48 -2.75 -2.06
C 0.02 3.65 0.61
C -1.30 -1.36 -0.27
C -0.84 -2.53 0.57
C -2.07 -1.45 -1.46
C -1.01 -0.08 0.10
C 0.31 1.37 1.60
C 0.51 2.35 0.49
C -3.12 0.11 -3.21
C -2.36 -0.22 -1.98
C 2.08 -3.46 1.18
C 4.13 -2.99 0.08
C 1.26 2.00 -0.63
H -0.36 -3.28 -0.04
H 3.98 -1.91 -0.06
H 1.18 4.94 -2.29
H 2.03 -1.46 1.92
H -1.60 -3.32 -2.36
H 1.75 -4.02 0.29
H -1.71 -2.99 1.05
H 1.65 1.00 -0.72
H -0.13 5.57 -0.29
H -2.67 -0.35 -4.09
H 1.57 -1.58 0.20
H -0.54 3.92 1.50
H -4.15 -0.24 -3.14
H 2.08 2.65 -2.49
H -3.14 1.19 -3.36
H 5.19 -3.19 0.21
H 0.27 -0.61 3.07
H -1.40 -1.05 2.59
H -3.11 -2.60 -2.93
H 1.75 -3.99 2.07
H 3.77 -3.52 -0.81
H -3.03 -3.34 -1.33

As for the total charge: 0. Its SMILES is COCCN1Cc2c(sc(C)c2C)N(C(=O)c2ccccc2)C1.

These are the Mulliken partial charges, in e, on atoms 1 to 8: number 1, S, carries -0.217; number 2, O, carries -0.660; number 3, O, carries -0.397; number 4, N, carries 0.206; number 5, N, carries 0.238; number 6, C, carries -0.691; number 7, C, carries -0.698; number 8, C, carries -0.238

C18H22N2O5P | ωB97M-V/def2-TZVPD

Cartesian coordinates (Å):
P 1.22 2.27 0.32
O 1.32 2.60 -1.11
O -0.28 2.24 0.89
O 1.89 3.42 1.28
O 3.31 -1.05 0.40
O 1.69 -0.24 -1.02
N -4.59 1.01 0.20
N -4.74 -2.71 -2.16
C -3.10 -2.08 0.90
C 3.76 5.04 1.52
C -2.60 -3.43 0.75
C -1.57 -6.05 0.54
C -2.25 3.47 0.19
C 2.42 -0.24 0.16
C 3.16 3.86 0.78
C -1.35 2.30 -0.09
C 3.47 0.49 -2.60
C -2.62 -4.32 1.85
C 2.48 -0.57 -2.17
C -4.32 -2.15 -1.22
C -3.83 -1.46 -0.07
C -1.53 -5.19 -0.56
C -4.26 -0.11 0.07
C -2.14 -5.61 1.74
C 1.98 0.84 0.97
C -2.04 -3.90 -0.47
H 4.77 5.12 1.11
H -0.90 2.45 -1.09
H 4.21 0.68 -1.80
H -1.63 4.38 0.16
H -1.16 -7.06 0.45
H 3.05 -1.48 -1.94
H 2.43 0.92 1.94
H 3.89 3.03 0.83
H -3.02 3.53 -0.58
H -1.09 -5.51 -1.50
H 3.81 4.90 2.60
H -2.94 -1.56 1.85
H -2.72 3.39 1.18
H -3.09 -3.96 2.78
H 1.74 -0.74 -2.96
H 3.22 5.97 1.27
H -1.88 1.34 -0.06
H 3.03 4.17 -0.27
H -2.19 -6.28 2.59
H 2.97 1.43 -2.88
H 4.02 0.09 -3.46
H -2.01 -3.22 -1.33

As for the total charge: -1.

These are the Mulliken partial charges, in e, on atoms 1 to 8: number 1, P, carries 1.327; number 2, O, carries -0.824; number 3, O, carries -0.513; number 4, O, carries -0.466; number 5, O, carries -0.769; number 6, O, carries -0.178; number 7, N, carries -0.478; number 8, N, carries -0.509

E_LUMO in eV, matching the order above: 2.0; 0.6; 0.8
F_max in eV Å⁻¹, matching the order above: 0.7; 0.9; 3.8
HOMO level in eV, matching the order above: -4.4; -7.8; -3.4